ORCA calculation (ωB97M-V/def2-TZVPD) on C17H15ClMnO4S2 as an isolated structure.

The geometry in XYZ format:
```
40
Properties=species:S:1:pos:R:3
Mn -0.16 0.32 0.17
S 1.91 -0.88 0.10
C 2.48 -0.40 1.70
C 3.85 -0.57 1.97
C 4.40 -0.23 3.20
C 3.59 0.31 4.19
C 2.24 0.49 3.93
C 1.65 0.14 2.70
S -0.08 0.43 2.52
H 4.47 -0.98 1.19
H 5.46 -0.38 3.37
H 3.99 0.58 5.15
H 1.60 0.92 4.69
C 2.13 2.65 0.32
C 1.04 1.81 -0.24
O 0.52 1.88 -1.33
H 1.94 3.70 0.09
H 3.06 2.34 -0.17
H 2.22 2.49 1.39
C -6.47 2.60 -1.56
C -5.38 2.32 -2.55
C -5.15 3.14 -3.64
C -4.11 2.87 -4.52
Cl -3.86 3.93 -5.89
C -3.28 1.79 -4.32
C -3.50 0.95 -3.23
C -4.54 1.22 -2.36
O -4.85 0.43 -1.29
C -3.96 -0.60 -0.95
C -2.58 -0.13 -0.51
O -1.65 -1.00 -0.57
O -2.39 1.03 -0.12
H -6.97 3.54 -1.80
H -6.07 2.65 -0.55
H -7.22 1.80 -1.57
H -5.78 4.01 -3.81
H -2.46 1.60 -5.00
H -2.83 0.12 -3.07
H -3.85 -1.32 -1.76
H -4.41 -1.12 -0.10
```

- charge = -1
- 2S+1 = 5
- energy above the lowest of the compared OMol25 structures with the same formula, charge and spin (kJ/mol) = 0.00
- M (Da) = 437.8
- E_LUMO (alpha / beta) (eV) = 2.64 / 2.64

These are the natural (NBO) partial charges, in e, on atoms 1 to 5:
1. Mn 1.24
2. S -0.36
3. C -0.19
4. C -0.22
5. C -0.25